(1)
Below is C19H20N2O4 in the gas phase, with properties calculated with ωB97M-V with the def2-TZVPD basis set.

Summary:
ΔE to the lowest compared entry with this formula, charge and spin   307.3 kJ/mol
Structure (SMILES)   CCCOc1ccc(N2C(=O)C[C@H](N(O)c3ccccc3)C2=O)cc1
LUMO   0.69 eV
Frontier orbital gap   8.9 eV
HOMO level   -8.19 eV
Electronic energy   -1146.46832 a.u.
Charge   0
Largest force on an atom   0.79 eV Å⁻¹

Last column: Mulliken charge in e.
Element x y z (Å)
C (-3.16719, -4.32663, -5.40060)  -1.29
C (-1.97924, -3.37470, -5.42558)  -0.40
C (-1.79607, -2.67669, -4.08206)  -0.67
O (-0.67693, -1.81857, -4.19034)  -0.38
C (-0.30991, -1.07447, -3.11906)  0.84
C (-0.95081, -1.07876, -1.88358)  -0.52
C (-0.48636, -0.27617, -0.85669)  -0.55
C (0.61296, 0.54344, -1.05401)  0.10
N (1.07971, 1.37166, 0.00446)  0.40
C (2.41805, 1.45286, 0.37103)  0.46
O (3.31795, 0.88900, -0.18657)  -0.59
C (2.51147, 2.34638, 1.58778)  -0.66
C (1.11107, 2.94353, 1.75117)  -0.45
N (0.55262, 2.98102, 3.08051)  0.31
O (0.75761, 4.23531, 3.69499)  -0.51
C (0.59083, 1.87971, 3.93026)  0.10
C (0.53016, 0.58238, 3.41927)  0.21
C (0.48638, -0.50204, 4.27396)  -0.74
C (0.50156, -0.32284, 5.64667)  -0.52
C (0.55821, 0.96160, 6.15871)  -0.57
C (0.60275, 2.05367, 5.31456)  -0.66
C (0.23576, 2.14386, 0.77957)  -0.02
O (-0.95711, 2.21289, 0.66931)  -0.57
C (1.25910, 0.55690, -2.28504)  -0.39
C (0.80271, -0.24875, -3.30361)  -0.67
H (-4.08538, -3.78819, -5.17650)  0.33
H (-3.02689, -5.09516, -4.64372)  0.33
H (-3.28081, -4.81224, -6.36598)  0.38
H (-2.12195, -2.61499, -6.19536)  0.32
H (-1.06448, -3.92039, -5.66123)  0.32
H (-2.69596, -2.09703, -3.83332)  0.39
H (-1.62808, -3.42118, -3.29127)  0.39
H (-1.81076, -1.70364, -1.70412)  0.39
H (-0.99232, -0.28491, 0.09581)  0.35
H (3.29408, 3.09215, 1.45361)  0.36
H (2.78096, 1.73352, 2.45134)  0.35
H (1.09045, 3.98188, 1.39893)  0.62
H (-0.11869, 4.63464, 3.80597)  0.36
H (0.50058, 0.41112, 2.35538)  0.45
H (0.44116, -1.49784, 3.85810)  0.41
H (0.46904, -1.17486, 6.30801)  0.39
H (0.57179, 1.11928, 7.22704)  0.38
H (0.66222, 3.04986, 5.72400)  0.45
H (2.11887, 1.18906, -2.43701)  0.38
H (1.29090, -0.25567, -4.26478)  0.40


(2)
Below is 12 unconnected molecules or ions with the total composition C28H72N8O12, with properties calculated with ωB97M-V with the def2-TZVPD basis set.

Summary:
ΔE to the lowest compared entry with this formula, charge and spin   0.0 kJ/mol
Structure (SMILES)   CNC(C)=O.CNC(C)=O.CNC(C)=O.CNC(C)=O.CNC(C)=O.CNC(C)=O.CNC(C)=O.CNC(C)=O.CO.CO.CO.CO
LUMO   0.45 eV
Frontier orbital gap   9.6 eV
HOMO level   -9.18 eV
Electronic energy   -2451.03139 a.u.
Charge   0
Largest force on an atom   4.44 eV Å⁻¹

Last column: Mulliken charge in e.
Element x y z (Å)
C (-3.14093, 2.01558, -0.81467)  -0.66
N (-3.23028, 3.40905, -1.13382)  0.12
C (-3.42584, 4.33502, -0.18262)  0.52
C (-3.48314, 5.80783, -0.66555)  -1.08
O (-3.69017, 4.18913, 0.98156)  -0.63
H (-2.95020, 1.50630, -1.75639)  0.21
H (-3.94051, 1.44822, -0.35532)  0.33
H (-2.29281, 1.85389, -0.15133)  -0.14
H (-2.91140, 3.60147, -2.05651)  0.27
H (-3.56284, 5.90658, -1.75845)  0.26
H (-2.71296, 6.45138, -0.16506)  0.28
H (-4.49140, 6.14516, -0.24069)  0.31
C (4.37220, -5.50454, 0.28998)  -1.06
N (3.38394, -4.63633, 0.79285)  0.14
C (2.06593, -4.82307, 0.55319)  0.67
C (1.24058, -3.68504, 1.06718)  -0.07
O (1.61553, -5.83039, -0.04369)  -0.86
H (5.20796, -4.95997, -0.10496)  0.36
H (3.96432, -6.14651, -0.52429)  0.33
H (4.88698, -6.14634, 1.06098)  0.30
H (3.71788, -3.75131, 1.18738)  0.07
H (0.85293, -3.84190, 2.10959)  0.31
H (0.47472, -3.39920, 0.37833)  -0.38
H (1.84910, -2.76185, 1.12655)  0.09
C (1.75230, 4.45883, -3.99654)  -0.89
N (1.00690, 4.07037, -2.80369)  -0.16
C (1.47189, 2.97042, -2.10221)  0.29
C (0.49797, 2.50975, -0.99826)  0.55
O (2.52019, 2.44577, -2.37807)  -0.67
H (1.22855, 5.23961, -4.52889)  0.39
H (1.75085, 3.65664, -4.75007)  0.26
H (2.82794, 4.66770, -3.76351)  0.25
H (0.04519, 4.39364, -2.86148)  0.29
H (0.71844, 1.51173, -0.67324)  -0.07
H (-0.48742, 2.58893, -1.41935)  -0.55
H (0.58215, 3.15314, -0.12262)  0.27
C (2.69885, 4.88897, 2.29871)  -1.06
N (1.86786, 3.78325, 2.74446)  0.09
C (1.29118, 3.70866, 4.01173)  0.73
C (1.25415, 4.94322, 4.93465)  -1.38
O (0.64808, 2.74438, 4.29622)  -0.51
H (2.50979, 5.86296, 2.76079)  0.37
H (2.67750, 5.04361, 1.22038)  0.28
H (3.69698, 4.61925, 2.52940)  0.37
H (1.72769, 2.89023, 2.17428)  0.00
H (0.58882, 5.73869, 4.61590)  0.29
H (2.21765, 5.42205, 5.09324)  0.41
H (0.94621, 4.43411, 5.85595)  0.35
C (-1.62322, -4.95977, -1.37854)  -0.86
N (-0.32625, -5.16588, -1.84642)  0.05
C (0.14316, -4.78521, -3.03438)  0.81
C (1.54757, -5.09229, -3.28054)  -0.68
O (-0.60234, -4.21305, -3.81395)  -0.80
H (-2.23100, -5.87607, -1.33364)  0.34
H (-2.20192, -4.36855, -2.17515)  0.18
H (-1.70466, -4.46179, -0.40598)  0.25
H (0.36873, -5.76835, -1.25102)  0.24
H (2.03931, -5.00556, -2.29402)  -0.01
H (2.01373, -4.30255, -3.91938)  0.29
H (1.65718, -6.11475, -3.60233)  0.29
C (-2.10137, 1.56855, 2.88105)  -0.57
N (-3.56483, 1.73909, 2.83072)  -0.07
C (-4.34347, 0.73895, 2.38477)  0.58
C (-5.80317, 1.19397, 2.04255)  -1.09
O (-3.96577, -0.44266, 2.30468)  -0.62
H (-1.75542, 0.74680, 3.48990)  0.38
H (-1.60276, 2.44572, 3.26813)  0.26
H (-1.67206, 1.38434, 1.88734)  -0.12
H (-3.76980, 2.65088, 2.37709)  0.31
H (-6.50920, 0.72363, 2.73276)  0.38
H (-6.01497, 0.75897, 1.09724)  0.33
H (-5.87015, 2.29809, 2.05584)  0.27
C (7.14772, -2.78374, 2.83953)  -0.74
N (6.69871, -1.57000, 2.15461)  -0.29
C (5.36779, -1.29750, 2.25531)  0.79
C (4.97231, 0.12285, 1.94345)  -1.00
O (4.53898, -2.19687, 2.46983)  -0.70
H (6.66596, -3.65775, 2.41774)  0.19
H (6.91969, -2.71704, 3.92145)  0.30
H (8.25445, -2.91149, 2.82946)  0.32
H (7.25250, -0.69886, 2.35915)  0.30
H (5.56396, 0.46959, 1.07699)  0.44
H (4.93883, 0.82671, 2.74416)  0.39
H (3.93326, 0.16323, 1.55336)  -0.06
C (-2.23585, -1.33841, -4.54793)  -1.01
N (-0.83692, -1.45849, -4.27376)  0.06
C (-0.10660, -0.41704, -3.86965)  0.52
C (1.34685, -0.68950, -3.50418)  -1.09
O (-0.62414, 0.69337, -3.78659)  -0.62
H (-2.66370, -2.29641, -4.65310)  0.38
H (-2.43398, -0.79169, -5.47007)  0.33
H (-2.72781, -0.77839, -3.78881)  0.24
H (-0.39903, -2.39318, -4.23747)  0.15
H (1.79629, -1.40826, -4.11489)  0.54
H (1.25195, -0.98267, -2.49804)  0.13
H (1.88533, 0.27844, -3.44738)  0.20
C (1.25008, -0.29014, 3.18553)  -0.61
O (1.00578, 0.49816, 2.04050)  0.66
H (1.03553, 0.23340, 4.14357)  0.23
H (0.77568, -1.29242, 3.22286)  0.16
H (2.34004, -0.50244, 3.24929)  0.05
H (0.26128, 0.12007, 1.48434)  -0.22
C (-3.30014, 3.31127, -4.50876)  -0.79
O (-2.11557, 3.10036, -3.84777)  -0.39
H (-4.04173, 2.55061, -4.26992)  0.30
H (-3.71415, 4.26503, -4.18573)  0.26
H (-3.28010, 3.47618, -5.57684)  0.32
H (-1.73968, 2.26257, -3.92530)  0.48
C (-4.41319, -3.95654, 2.48999)  -0.26
O (-4.39762, -5.05146, 3.43482)  -0.55
H (-5.17228, -3.21436, 2.76654)  0.24
H (-3.44105, -3.44430, 2.38328)  0.01
H (-4.58502, -4.30574, 1.47243)  0.27
H (-4.23602, -4.72403, 4.32781)  0.30
C (-1.78833, -1.35859, -0.50363)  0.49
O (-1.23107, -1.08421, 0.75349)  0.15
H (-2.09585, -0.43278, -0.98363)  -0.69
H (-1.03494, -1.79215, -1.17913)  -0.13
H (-2.64058, -2.07778, -0.50050)  0.26
H (-1.89429, -1.07917, 1.40489)  -0.07


(3)
Below is 2 unconnected molecules or ions with the total composition C3H12N2S, with properties calculated with ωB97M-V with the def2-TZVPD basis set.

Summary:
ΔE to the lowest compared entry with this formula, charge and spin   187.4 kJ/mol
Structure (SMILES)   CSC.NCN
LUMO   0.87 eV
Frontier orbital gap   9.2 eV
HOMO level   -8.36 eV
Electronic energy   -629.10811 a.u.
Charge   0
Largest force on an atom   3.19 eV Å⁻¹

Last column: Mulliken charge in e.
Element x y z (Å)
C (0.39705, 1.77730, -2.90594)  -0.83
S (0.11771, 1.19979, -1.25061)  -0.02
C (-1.50017, 0.79135, -0.57696)  -1.06
H (1.39387, 1.36508, -3.14958)  0.25
H (-0.30735, 1.66326, -3.72343)  0.33
H (0.56716, 2.84957, -2.71486)  0.28
H (-2.15526, 1.24195, -1.28883)  0.36
H (-1.71093, 1.29286, 0.40117)  0.30
H (-1.40267, -0.26250, -0.70076)  0.43
N (1.32114, -2.23850, 1.61083)  -0.55
C (0.83139, -0.98466, 2.15766)  -0.63
N (-0.52185, -0.65064, 1.66412)  -0.48
H (1.30398, -2.07943, 0.61842)  0.25
H (0.79830, -3.01873, 1.97031)  0.25
H (1.55305, -0.23464, 1.85593)  0.35
H (0.75663, -0.95632, 3.24538)  0.36
H (-1.07709, -1.38317, 2.08147)  0.21
H (-0.36494, -0.37259, 0.70569)  0.21